Below is a structure of composition C15H31AgF6N6O12S6 at a distorted geometry, with properties calculated with ωB97M-V/def2-TZVPD.

Computed properties:
LUMO level   -0.34 eV
Net charge   0
Highest occupied orbital energy   -10.2 eV
ΔE to the lowest compared entry with this formula, charge and spin   0.0 kJ/mol
Orbital gap   9.902 eV

```
77
C15H31AgF6N6O12S6 ωB97M-V/def2-TZVPD
C -22.103 -6.232 -10.080
F -24.811 -3.987 -5.099
H -23.649 -0.028 -3.781
O -25.610 -0.441 -12.107
F -22.443 -3.632 -5.228
H -22.566 2.858 -4.455
H -23.027 -8.361 -9.136
C -25.203 2.155 -9.287
H -23.565 -4.817 -7.684
S -20.993 -1.723 -8.141
H -25.225 3.966 -8.208
C -20.181 -5.397 -12.490
C -23.774 3.287 -6.222
O -26.378 -4.826 -6.617
O -28.627 -2.502 -6.661
H -22.359 -6.909 -10.896
F -26.618 -3.477 -9.204
O -20.797 -1.990 -5.299
H -24.744 -5.666 -10.689
S -26.327 -3.831 -5.592
H -24.038 -6.374 -5.994
S -24.709 -1.195 -11.267
C -23.155 0.029 -4.752
H -25.489 1.106 -9.255
H -22.698 -7.438 -6.405
O -27.779 -1.477 -9.963
H -23.728 4.331 -6.471
H -24.186 -4.312 -9.576
O -20.550 -0.466 -7.608
F -23.672 -0.070 -10.748
H -25.745 2.546 -10.148
H -25.269 -5.630 -9.046
N -23.706 1.267 -5.366
C -23.032 -5.756 -7.758
H -23.398 -0.834 -5.356
H -24.281 -8.744 -7.312
H -25.527 -7.434 -7.583
O -27.861 -1.332 -4.666
F -27.444 -0.523 -6.932
F -21.803 -1.156 -9.388
Ag -24.517 -2.372 -7.781
H -21.966 -5.569 -7.648
C -20.438 -4.581 -11.226
C -23.854 -7.658 -9.056
H -21.189 -6.593 -9.607
O -26.687 -3.114 -11.499
H -20.486 -6.442 -12.416
C -25.462 2.920 -8.004
H -19.260 -5.231 -13.045
O -23.789 -2.127 -11.861
H -22.104 0.200 -4.546
N -22.204 -2.542 -7.377
H -22.025 -4.135 -9.793
C -24.431 -5.365 -9.691
H -26.528 3.025 -7.790
H -24.530 -7.861 -9.885
H -22.515 -4.571 -11.391
H -20.892 -5.053 -13.258
C -23.530 -6.874 -6.818
O -20.064 -2.627 -8.774
H -24.148 2.277 -9.537
H -20.346 -3.517 -11.439
S -27.559 -1.825 -5.975
C -23.240 2.532 -5.228
C -21.789 -4.823 -10.607
H -19.688 -4.801 -10.461
C -24.624 1.252 -6.338
N -25.164 -1.602 -9.848
S -21.302 -3.012 -6.157
N -24.686 2.470 -6.854
H -25.108 0.382 -6.746
C -24.487 -7.734 -7.664
O -20.442 -4.107 -6.463
S -26.653 -2.297 -10.308
O -27.063 -4.005 -4.388
N -23.315 -6.247 -9.184
N -26.077 -2.238 -6.147
```

Results of the Mulliken charge analysis, in e, for atoms 1 through 5:
1 C -0.9544
2 F -0.2621
3 H 0.3141
4 O -0.6120
5 F -0.2134